1.
DFT (ωB97M-V/def2-TZVPD) results for a molecular structure, C2I3O2.

## Properties
**Molecular weight**: 436.73 g/mol
**Energy relative to the best compared isomer or geometry (same formula, charge and spin)**: 11.3 kcal/mol
**HOMO energy (alpha / beta)**: -0.141 / -0.141 hartree
**Maximum force**: 1.75 eV/Å
**Net charge**: -1

Geometry as XYZ:
```
7
Properties=species:S:1:pos:R:3:forces:R:3:lowdin_charge:R:1
C -2.766 -0.038 -0.113 0.603 -0.640 -1.511 -0.43
C 1.647 -0.028 -0.411 0.193 0.802 -0.278 -1.59
O -3.088 0.035 0.986 -0.392 0.342 1.215 0.20
O -2.461 -0.183 -1.225 -0.143 0.299 0.306 0.19
I 1.395 1.879 0.901 0.142 -0.395 -0.328 0.16
I 1.430 -1.659 0.999 0.081 -0.388 0.268 0.29
I 3.843 -0.005 -1.137 -0.484 -0.019 0.327 0.18
```
Forces are in eV/Å.

=====

2.
DFT (ωB97M-V/def2-TZVPD) results for a molecular structure, C16H15Cl3NO5.

## Properties
**Molecular weight**: 407.66 g/mol
**HOMO energy**: -0.119 hartree
**Maximum force**: 2.90 eV/Å
**Net charge**: -1

Geometry as XYZ:
```
40
Properties=species:S:1:pos:R:3:forces:R:3:lowdin_charge:R:1
Cl 1.335 1.508 3.669 1.227 -0.093 0.873 0.82
C 2.838 1.642 4.846 -1.018 2.086 1.745 -1.01
Cl 4.258 1.620 3.813 0.330 -0.530 -0.372 0.69
C 2.788 3.080 5.427 0.460 -0.209 -1.298 -0.43
O 2.661 4.033 4.683 0.040 -0.510 0.790 0.05
C 3.056 3.219 6.878 -0.015 -0.512 1.932 -0.14
C 3.122 2.084 7.741 -0.330 0.195 0.771 -0.15
C 3.308 2.285 9.153 0.197 0.729 -0.814 -0.04
C 3.461 3.584 9.632 0.311 0.296 -0.959 -0.06
C 3.438 4.632 8.669 0.240 -0.131 0.437 -0.15
N 3.257 4.447 7.377 -0.264 0.062 -0.302 0.12
C 2.927 0.751 7.175 -0.023 0.259 -1.997 -0.62
Cl 2.985 -0.633 8.212 -0.153 -0.149 0.251 0.67
C 2.781 0.555 5.829 0.601 -0.255 1.034 -0.18
H 3.383 1.445 9.839 -0.131 0.064 -0.313 0.08
H 3.711 3.832 10.674 -0.374 -0.334 -0.495 0.10
H 3.610 5.685 8.955 -0.124 -0.656 0.061 0.10
H 2.674 -0.452 5.416 0.079 0.278 0.242 0.11
H 1.700 0.123 1.754 -0.180 0.111 -0.028 0.08
C 0.869 0.800 1.601 -1.497 -0.236 -1.618 -0.22
C 1.096 1.922 0.674 -0.446 -1.269 1.020 -0.54
O 0.270 2.560 0.067 -0.099 0.369 -0.262 0.07
O 2.434 2.212 0.587 0.213 0.604 -0.814 -0.05
C 2.703 3.122 -0.506 0.205 -0.085 0.271 -0.25
C 4.175 3.475 -0.520 0.051 -0.220 -0.002 -0.09
C -0.488 0.247 1.719 0.602 1.164 -1.082 -0.55
O -1.495 0.647 1.148 0.342 -0.427 0.563 0.05
O -0.543 -0.806 2.594 -0.731 -0.571 0.038 -0.06
C -1.798 -1.515 2.507 0.277 -0.057 0.237 -0.25
C -1.780 -2.681 3.473 0.181 -0.127 -0.097 -0.09
H 2.438 2.603 -1.435 -0.070 0.181 0.047 0.12
H 2.097 4.031 -0.443 -0.063 -0.295 0.184 0.12
H 4.351 4.216 -1.303 0.022 -0.042 -0.076 0.07
H 4.523 3.909 0.420 -0.159 -0.142 0.023 0.08
H 4.763 2.582 -0.748 0.119 0.123 0.106 0.07
H -2.659 -0.870 2.709 0.312 0.170 -0.079 0.12
H -1.886 -1.889 1.484 -0.208 0.071 0.000 0.12
H -2.759 -3.163 3.476 -0.003 -0.035 -0.079 0.07
H -1.039 -3.412 3.140 -0.002 -0.033 0.200 0.07
H -1.561 -2.395 4.504 0.082 0.155 -0.138 0.07
```
Forces are in eV/Å.

=====

Please write out number 1 again, unchanged.
DFT (ωB97M-V/def2-TZVPD) results for a molecular structure, C2I3O2.

## Properties
**Molecular weight**: 436.73 g/mol
**Energy relative to the best compared isomer or geometry (same formula, charge and spin)**: 11.3 kcal/mol
**HOMO energy (alpha / beta)**: -0.141 / -0.141 hartree
**Maximum force**: 1.75 eV/Å
**Net charge**: -1

Geometry as XYZ:
```
7
Properties=species:S:1:pos:R:3:forces:R:3:lowdin_charge:R:1
C -2.766 -0.038 -0.113 0.603 -0.640 -1.511 -0.43
C 1.647 -0.028 -0.411 0.193 0.802 -0.278 -1.59
O -3.088 0.035 0.986 -0.392 0.342 1.215 0.20
O -2.461 -0.183 -1.225 -0.143 0.299 0.306 0.19
I 1.395 1.879 0.901 0.142 -0.395 -0.328 0.16
I 1.430 -1.659 0.999 0.081 -0.388 0.268 0.29
I 3.843 -0.005 -1.137 -0.484 -0.019 0.327 0.18
```
Forces are in eV/Å.